[1]
# C8H10CaO5S

C8H10CaO5S as an isolated structure at a distorted geometry (ωB97M-V/def2-TZVPD, the OMol25 dataset).

Gap between HOMO and LUMO (eV): 8.74
ΔE to the lowest compared entry with this formula, charge and spin (kJ/mol): 12.68
Spin multiplicity: 1
Total charge: +2

Each line ends with the Mulliken charge.
Element x y z (Å)
C -0.0162 2.0699 -0.8932  0.156
O -3.1709 0.3072 0.4087  -0.061
H -1.0308 -1.7815 3.4296  0.322
O 0.1253 0.8389 2.0764  -0.093
O -0.0134 3.0619 -0.2925  -0.073
H 2.0973 -3.3729 2.4425  0.359
H -1.8795 -3.3495 3.1341  0.380
S -0.0998 -3.0864 1.5712  0.372
H 0.9476 -2.7644 3.6952  0.404
C -0.0060 -1.5822 -4.4931  -0.845
C -0.0093 -0.2830 -4.8269  -0.368
Ca 0.0037 -0.5733 -1.3367  1.702
H -0.9271 -2.1576 -4.4136  0.380
C 0.0609 0.3161 1.0472  0.041
H -2.2178 -1.9203 2.0985  0.249
H 0.9085 0.2592 -5.0473  0.300
H 1.6947 -1.6318 2.4954  0.272
O 0.0270 -2.1391 0.3539  -0.682
C -1.4384 -2.4525 2.6573  -0.824
H 0.9168 -2.1573 -4.4360  0.374
C -2.2823 0.0548 -0.2908  0.124
C 2.2970 0.0377 -0.3219  0.154
O 3.2065 0.3434 0.3322  -0.068
C 1.2957 -2.6428 2.6554  -0.880
H -0.9310 0.2613 -5.0246  0.303

***

[2]
# C8H10CeN2O3

C8H10CeN2O3 as an isolated structure at a distorted geometry (ωB97M-V/def2-TZVPD, the OMol25 dataset).

Gap between HOMO and LUMO (alpha / beta) (eV): 4.18 / 7.28
Spin multiplicity: 2
Total charge: -1
⟨S²⟩: 0.76

Each line ends with the Mulliken charge.
Element x y z (Å)
O 0.0000 -1.0329 3.9660  -0.584
H -0.3902 -2.9517 0.8074  0.449
H 1.6900 -0.8249 -2.4072  0.379
Ce 0.0000 0.0000 0.0000  0.351
H 2.2097 1.5614 0.3353  0.063
H 1.5652 2.2378 -2.1585  0.197
H 0.2728 3.3680 -2.9369  0.275
O 0.0000 1.0328 3.9661  -0.588
H -2.2437 0.9452 -1.4175  0.315
C 1.0884 -2.0007 -0.5904  -0.375
O 0.0000 0.0000 2.0000  -0.420
H -1.9177 2.0918 0.0295  0.351
C -1.1775 -1.9014 -1.0148  -0.473
C 0.5261 2.5701 -2.2246  -0.851
H 2.0452 -2.2101 -0.1100  0.397
C -0.1974 -2.3931 -0.1098  -0.456
C 0.9021 -1.2756 -1.8022  -0.489
N 1.3408 1.0138 0.3120  -0.303
H -0.9601 -0.7007 -2.9063  0.469
C -0.4952 -1.2032 -2.0549  -0.396
C -1.5729 1.6514 -0.9127  -1.038
H -2.2587 -2.0229 -0.9216  0.384
N 0.0000 0.0000 3.3699  0.884
C -0.4269 2.0447 -1.4819  0.460

***

[3]
# C8H10ClN4

A 2-piece molecular cluster, C8H10ClN4 overall at a distorted geometry (ωB97M-V/def2-TZVPD, the OMol25 dataset).

Gap between HOMO and LUMO (alpha / beta) (eV): 5.33 / 7.65
ΔE to the lowest compared entry with this formula, charge and spin (kJ/mol): 0.00
Spin multiplicity: 3
Total charge: +1
⟨S²⟩: 2.01

Each line ends with the Mulliken charge.
Element x y z (Å)
C -2.3386 0.1926 0.5689  0.967
C -3.4502 0.3101 1.4892  -0.004
H -4.4154 0.3009 1.0007  0.261
C 3.4920 1.4553 -1.4508  -0.335
H -2.4273 0.4403 3.3343  0.246
H -3.4278 0.0861 -1.2040  0.302
H 4.8019 0.9452 0.2436  0.425
C -2.4531 0.0823 -0.7506  -1.177
H -4.2519 0.5095 3.4168  0.307
C 0.3526 -1.8167 -0.6108  0.436
N -0.2222 -2.7960 -0.2977  -0.322
N 2.3283 0.8511 -1.8517  0.000
H -1.0775 -3.1505 0.0690  0.291
N 0.9999 -0.9517 -1.1893  -0.420
C -3.3689 0.4243 2.8095  -0.975
C 2.0514 -0.1699 -1.0267  0.314
H 3.9112 2.2987 -1.9588  0.406
H -1.6029 -0.0014 -1.4022  0.365
C 3.9311 0.7868 -0.3584  -0.309
N 3.0322 -0.2187 -0.1041  0.025
H 3.1031 -0.8795 0.6557  0.219
H 1.7729 1.1050 -2.6557  0.234
Cl -0.7408 0.1963 1.2731  -0.255

***

[4]
# C8H10ClNO2Pb

C8H10ClNO2Pb as an isolated structure at a distorted geometry (ωB97M-V/def2-TZVPD, the OMol25 dataset).

Gap between HOMO and LUMO (alpha / beta) (eV): 5.55 / 5.44
ΔE to the lowest compared entry with this formula, charge and spin (kJ/mol): 0.00
Spin multiplicity: 1
Total charge: +2

Each line ends with the Mulliken charge.
Element x y z (Å)
H 0.2056 1.8341 -4.1323  0.370
H 0.7548 3.0734 0.9813  0.323
Pb -0.9109 0.5601 -0.2070  1.295
C 0.0001 -0.8243 -2.5468  -0.494
C -3.4352 -0.2846 0.6580  0.089
H 2.5622 1.2318 -1.7871  0.486
O 0.5710 -2.5063 3.1004  -0.114
C 0.8749 -1.6881 -1.8417  -0.378
C 0.5768 0.4937 -2.5081  0.398
H -0.9401 -1.0802 -3.0607  0.492
H 0.7162 -2.7667 -1.6836  0.476
O -4.4470 -0.6062 1.0963  -0.070
Cl -2.9805 1.3402 -1.5599  -0.436
C 2.0048 -0.9226 -1.4047  -0.275
C -0.0363 1.7218 -3.0662  -0.909
H -1.1383 1.7057 -3.0196  0.341
C 0.5774 -1.9057 2.1299  0.108
H 0.3044 2.6384 -2.5664  0.367
N 0.7962 2.1447 1.4138  -0.770
C 1.8340 0.4116 -1.8346  -0.384
H 2.8752 -1.3136 -0.8572  0.500
H 1.7968 1.9287 1.5165  0.277
H 0.4289 2.2398 2.3676  0.307

***

[5]
# C8H10CoF6N4O16

C8H10CoF6N4O16 as an isolated structure at a distorted geometry (ωB97M-V/def2-TZVPD, the OMol25 dataset).

Gap between HOMO and LUMO (alpha / beta) (eV): 6.50 / 6.47
ΔE to the lowest compared entry with this formula, charge and spin (kJ/mol): 193.56
Spin multiplicity: 4
Total charge: -2
⟨S²⟩: 3.76

Each line ends with the Mulliken charge.
Element x y z (Å)
O -1.1838 -2.5483 -1.1123  -0.492
O -1.8289 0.1368 -0.1266  -0.189
O 1.6212 -1.6408 2.9102  -0.673
O -0.8732 -0.1834 -2.7586  -0.368
O 0.6577 -1.2835 1.0287  -0.245
O -1.1952 -4.1540 -2.6120  -0.626
F -3.8776 -1.0037 -1.0431  -0.163
N -0.7929 -0.3003 -4.0197  0.650
C 3.6964 0.5689 0.8447  -1.182
H 4.6071 1.1492 1.0224  0.373
H -1.7185 2.5936 2.5815  0.410
N 1.3382 -2.0664 1.7735  0.520
O -0.1690 -4.4303 -0.7408  -0.568
O 0.7267 1.2635 -0.4476  -0.640
C -1.7138 0.4708 3.0476  -0.961
O 2.0622 -2.9157 -3.4250  -0.591
H -1.0147 0.6394 3.8637  0.390
C -2.8725 0.6125 0.1908  0.361
H -1.4217 -0.4042 2.4630  0.034
F -5.0894 -0.1616 0.4926  -0.258
C 1.2017 2.2747 -0.0248  0.197
F -4.5868 0.9776 -1.3973  -0.262
F 0.2921 3.4978 -1.7775  -0.216
C 2.5310 1.2301 1.6232  0.430
H -2.7036 0.1911 3.4166  0.354
F 1.6813 4.5707 -0.5714  -0.265
O -1.2639 0.5992 -4.7614  -0.692
F -0.2457 4.0856 0.3033  -0.252
H -0.9191 1.5037 1.4523  -0.431
H 2.8039 1.5408 2.6312  0.310
O 1.6175 -1.6358 -1.7529  -0.566
N 2.2373 -2.6631 -2.2234  0.684
O 2.9075 -3.3892 -1.4996  -0.627
H 3.5643 0.4810 -0.2308  0.275
O 1.6496 -3.1899 1.4206  -0.546
N -0.8936 -3.7440 -1.4776  0.725
H 1.7293 0.5093 1.8072  -0.210
O 2.1165 2.3849 0.8996  -0.344
C -4.1815 0.1336 -0.4264  0.719
C 0.7278 3.6542 -0.5303  0.845
O -2.9604 1.4517 1.2482  -0.410
H 3.9451 -0.3876 1.3048  0.359
C -1.8095 1.6383 2.0698  0.490
O -0.3620 -1.3225 -4.5293  -0.511
Co -0.0373 -0.7345 -0.9069  2.165

***

[6]
# C8H10F3NO3PdS

C8H10F3NO3PdS as an isolated structure at a distorted geometry (ωB97M-V/def2-TZVPD, the OMol25 dataset).

Gap between HOMO and LUMO (alpha / beta) (eV): 4.61 / 4.54
ΔE to the lowest compared entry with this formula, charge and spin (kJ/mol): 0.00
Spin multiplicity: 3
Total charge: -2
⟨S²⟩: 2.02

Each line ends with the Mulliken charge.
Element x y z (Å)
H 2.3797 -1.8659 -2.3694  0.276
C 1.1588 1.5664 -1.1116  -0.469
H 2.1062 1.8783 -0.6708  0.335
H -0.3268 2.7019 0.1692  0.554
C 0.9704 0.7905 -2.2739  -0.446
C -0.4306 0.7431 -2.5881  -1.099
H -2.1740 1.7180 -1.4966  0.520
O -1.3978 1.0509 1.7854  -0.583
O 0.2231 -0.8229 1.4540  -0.582
H -0.9357 0.2955 -3.4506  0.477
O 1.0274 1.3728 2.2310  -0.640
S -0.0820 0.4487 2.1454  1.152
H 2.5238 -2.4149 -0.5496  0.239
N -2.9085 0.0782 0.4181  -0.376
Pd -0.6624 -0.6825 -0.8995  -0.173
H 1.7454 0.4177 -2.9313  0.671
C 1.9574 -2.3804 -1.4938  -0.650
H -2.1755 -0.6788 0.6333  0.277
F 0.7066 -0.3145 4.5806  -0.248
C -0.1055 1.9812 -0.6120  -0.238
C 0.5683 -2.4241 -1.3753  -0.250
F -1.1755 0.8284 4.5650  -0.240
C -1.1351 1.4695 -1.5114  -1.017
F -1.1512 -1.2585 3.8704  -0.244
H 0.0266 -2.4407 -0.2917  0.155
H -0.2896 -1.9562 -2.1267  0.176
C -0.4434 -0.1016 3.8999  0.426

***

- What is the spin multiplicity in the second record?
  2